{
  "formula": "C14H23MnN3O5S2",
  "method": "wB97M-V/def2-TZVPD",
  "species": ["Mn", "O", "N", "C", "C", "C", "C", "C", "S", "H", "H", "H", "H", "C", "O", "C", "C", "O", "C", "H", "H", "H", "H", "H", "H", "H", "H", "H", "H", "C", "O", "C", "O", "H", "H", "H", "S", "C", "N", "C", "C", "N", "H", "H", "H", "H", "H", "H"],
  "positions_angstrom": [[-0.591, 0.121, 0.077], [-1.153, 1.327, 1.578], [-2.031, 2.315, 1.378], [-2.328, 3.089, 2.448], [-3.227, 4.109, 2.348], [-3.839, 4.341, 1.111], [-3.522, 3.550, 0.038], [-2.592, 2.506, 0.158], [-2.134, 1.504, -1.154], [-1.792, 2.812, 3.342], [-3.449, 4.713, 3.214], [-4.557, 5.142, 0.999], [-3.976, 3.706, -0.930], [2.596, 0.258, 1.565], [1.275, -0.283, 1.496], [1.118, -1.439, 2.321], [-0.320, -1.473, 2.771], [-1.118, -1.463, 1.594], [-2.518, -1.495, 1.902], [2.854, 0.465, 2.605], [2.596, 1.180, 0.992], [3.326, -0.439, 1.145], [1.782, -1.378, 3.186], [1.369, -2.339, 1.748], [-0.547, -0.587, 3.373], [-0.531, -2.377, 3.349], [-2.742, -2.403, 2.464], [-3.054, -1.501, 0.958], [-2.788, -0.613, 2.486], [-0.687, -2.954, -3.052], [0.031, -1.955, -2.276], [-0.686, -1.368, -1.341], [-1.834, -1.633, -1.076], [0.019, -3.302, -3.797], [-1.554, -2.494, -3.520], [-1.000, -3.766, -2.401], [1.188, 1.399, -1.305], [2.288, 0.326, -2.002], [2.945, 0.573, -3.138], [3.834, -0.515, -3.531], [3.583, -1.563, -2.422], [2.662, -0.865, -1.534], [2.811, 1.427, -3.649], [4.873, -0.189, -3.557], [3.564, -0.896, -4.515], [4.501, -1.829, -1.899], [3.130, -2.473, -2.818], [2.222, -1.271, -0.729]],
  "forces_ev_per_a": [[0.40, 0.25, 0.14], [0.20, -0.12, -0.29], [-0.22, 0.19, -0.11], [0.07, -0.07, 0.02], [0.02, -0.02, -0.01], [0.01, -0.02, -0.03], [-0.06, 0.09, 0.07], [0.17, -0.10, 0.04], [-0.26, 0.03, 0.03], [-0.03, 0.05, 0.03], [0.01, 0.00, 0.02], [-0.01, 0.01, 0.00], [0.01, -0.02, -0.01], [0.00, 0.13, 0.00], [0.06, -0.30, 0.03], [-0.17, 0.01, 0.02], [0.15, 0.06, -0.07], [-0.04, 0.00, -0.07], [-0.01, -0.01, -0.02], [-0.02, 0.02, 0.00], [0.02, -0.03, 0.01], [-0.01, 0.01, 0.04], [-0.03, 0.00, 0.02], [0.01, 0.00, 0.03], [-0.01, -0.02, 0.00], [0.04, 0.00, 0.01], [0.00, 0.01, -0.01], [0.00, 0.00, 0.01], [0.00, -0.01, 0.01], [0.01, 0.02, 0.00], [0.19, 0.22, 0.06], [-0.47, -0.04, 0.18], [0.01, -0.26, -0.12], [0.00, 0.00, 0.00], [0.00, -0.02, 0.00], [-0.02, 0.00, -0.01], [-0.14, 0.01, -0.03], [0.07, 0.04, 0.01], [-0.03, -0.02, 0.07], [0.03, -0.04, -0.05], [0.02, -0.09, -0.05], [0.13, 0.08, 0.08], [0.00, -0.01, -0.02], [-0.02, 0.02, 0.02], [0.03, 0.01, 0.01], [-0.01, -0.01, -0.01], [-0.02, 0.03, 0.02], [-0.06, -0.04, -0.04]],
  "lumo_energy_ev": [-4.06, -2.34],
  "e_above_lowest_kj_mol": 0.0,
  "spin_multiplicity": 5,
  "homo_lumo_gap_ev": [6.4610, 8.3304],
  "total_charge": 1,
  "s_squared": 6.295
}

{
  "formula": "C14H23N3O5S",
  "method": "wB97M-V/def2-TZVPD",
  "species": ["C", "N", "C", "C", "O", "O", "C", "C", "O", "C", "S", "C", "N", "C", "C", "C", "C", "N", "C", "C", "O", "C", "O", "H", "H", "H", "H", "H", "H", "H", "H", "H", "H", "H", "H", "H", "H", "H", "H", "H", "H", "H", "H", "H", "H", "H"],
  "positions_angstrom": [[0.896, 5.571, -2.278], [1.684, 4.561, -3.069], [1.838, 4.948, -4.487], [1.928, 3.262, -2.604], [2.427, 2.527, -3.430], [1.843, 2.921, -1.331], [2.213, 1.530, -1.023], [1.936, 1.291, 0.448], [0.451, 1.231, 0.665], [-0.321, 0.055, 0.338], [-1.764, -0.109, 1.406], [-1.557, -1.869, 1.169], [-2.460, -2.912, 1.539], [-3.758, -2.618, 2.067], [-4.561, -3.837, 1.864], [-3.532, -4.888, 2.160], [-2.169, -4.389, 1.635], [-0.511, -2.379, 0.535], [0.427, -1.260, 0.283], [1.476, -1.038, 1.381], [2.084, -2.359, 1.325], [2.629, 0.007, 0.960], [3.380, 0.467, 2.122], [-0.180, 5.364, -2.256], [1.201, 5.701, -1.278], [0.802, 6.580, -2.728], [2.271, 5.966, -4.563], [2.473, 4.315, -5.044], [0.894, 4.889, -4.984], [3.309, 1.308, -1.231], [1.701, 0.841, -1.720], [2.362, 2.094, 1.040], [-0.648, 0.233, -0.692], [-4.299, -1.754, 1.541], [-3.732, -2.306, 3.107], [-4.884, -3.795, 0.838], [-5.454, -3.904, 2.493], [-3.438, -5.040, 3.212], [-3.900, -5.799, 1.765], [-1.898, -4.779, 0.685], [-1.283, -4.588, 2.257], [0.926, -1.353, -0.652], [1.017, -0.754, 2.365], [1.343, -3.045, 1.272], [3.384, -0.469, 0.288], [3.456, -0.418, 2.607]],
  "forces_ev_per_a": [[-1.07, -0.24, -1.53], [-1.19, 1.48, 2.18], [0.16, 0.34, 1.07], [1.79, 1.21, -3.02], [-0.10, -1.40, -0.20], [-0.59, -0.04, 1.08], [1.05, 0.00, -0.80], [-1.42, -1.56, -1.16], [0.99, -0.02, 0.84], [0.68, 1.64, -2.61], [0.07, -1.18, 0.13], [0.03, -4.98, -0.69], [0.80, 2.27, -0.07], [-1.41, 3.16, -0.13], [-0.22, 0.05, 0.33], [0.51, -0.51, -0.11], [-0.37, 1.50, 0.13], [0.10, 2.78, 1.03], [-0.84, 1.92, 2.03], [1.48, -2.03, -1.39], [-0.21, -0.75, 1.37], [-1.05, 0.00, 1.06], [-0.67, -3.03, 0.44], [0.02, -0.78, 0.13], [0.72, -0.15, 1.09], [1.13, -0.59, -0.22], [-0.47, -0.47, 0.29], [0.86, -0.98, -0.09], [-0.84, 0.30, -0.34], [-1.15, 0.88, 0.24], [-0.14, 0.40, 0.48], [-0.60, 0.29, 0.13], [-0.66, 0.20, 0.14], [1.16, -0.85, 0.42], [0.14, -0.09, 0.51], [-0.13, -0.60, -0.57], [0.22, 0.03, 0.00], [-0.11, 0.02, 0.93], [0.32, -1.25, -0.59], [-0.01, -0.21, -1.08], [-0.51, 0.16, 0.27], [0.42, -0.29, -0.81], [0.52, -0.32, -0.70], [1.19, 1.49, 0.15], [-1.03, 0.24, 0.05], [0.41, 1.96, -0.40]],
  "lumo_energy_ev": 0.60,
  "e_above_lowest_kj_mol": 384.9,
  "homo_lumo_gap_ev": 9.1190,
  "smiles": "CN(C)C(=O)OC[C@H]1O[C@@H]2SC(N3CCCC3)=N[C@@H]2[C@@H](O)[C@@H]1O"
}

{
  "formula": "C14H23N5O2S",
  "method": "wB97M-V/def2-TZVPD",
  "species": ["C", "C", "C", "C", "N", "C", "N", "C", "S", "C", "C", "C", "O", "C", "C", "O", "N", "C", "N", "C", "C", "N", "H", "H", "H", "H", "H", "H", "H", "H", "H", "H", "H", "H", "H", "H", "H", "H", "H", "H", "H", "H", "H", "H", "H"],
  "positions_angstrom": [[-5.070, -1.197, 1.448], [-3.663, -0.616, 1.387], [-2.675, -1.348, 2.305], [-2.360, -2.758, 1.811], [-1.450, -0.577, 2.441], [-0.612, -0.256, 1.449], [-0.878, -0.663, 0.199], [0.030, -0.317, -0.686], [-0.337, -0.915, -2.292], [1.048, -0.268, -3.290], [0.694, 1.064, -3.952], [0.338, 2.178, -3.019], [0.720, 1.166, -5.150], [2.367, -0.225, -2.523], [2.798, -1.539, -1.930], [3.091, 0.738, -2.585], [1.130, 0.382, -0.487], [1.296, 0.787, 0.795], [2.351, 1.542, 1.115], [2.549, 1.995, 2.469], [3.320, 2.022, 0.166], [0.454, 0.469, 1.782], [-5.438, -1.207, 2.473], [-5.746, -0.594, 0.848], [-5.091, -2.212, 1.063], [-3.283, -0.659, 0.366], [-3.695, 0.434, 1.691], [-3.105, -1.407, 3.311], [-3.256, -3.371, 1.821], [-1.616, -3.222, 2.455], [-1.969, -2.709, 0.799], [-1.181, -0.229, 3.346], [1.167, -1.014, -4.086], [-0.562, 1.921, -2.464], [1.148, 2.314, -2.305], [0.171, 3.094, -3.580], [1.954, -2.156, -1.639], [3.375, -2.070, -2.688], [3.446, -1.359, -1.076], [3.532, 1.677, 2.825], [2.498, 3.086, 2.512], [1.774, 1.568, 3.098], [3.296, 3.115, 0.131], [4.322, 1.710, 0.471], [3.117, 1.629, -0.823]],
  "forces_ev_per_a": [[0.21, 0.10, -0.04], [-0.19, -0.13, 0.21], [-0.13, -0.08, -0.42], [-0.14, 0.08, 0.16], [0.05, 0.08, 0.36], [0.43, 0.22, -0.22], [-0.44, -0.29, -0.05], [0.22, 0.21, 0.13], [0.01, -0.10, -0.36], [-0.39, -0.04, 0.12], [0.18, -0.05, 0.35], [-0.05, 0.32, -0.12], [-0.03, -0.03, -0.19], [0.27, -0.22, -0.31], [0.19, 0.07, 0.17], [0.11, -0.14, -0.45], [-0.07, 0.11, 0.08], [-0.49, -0.30, 0.16], [0.17, 0.12, 0.15], [-0.07, 0.00, 0.29], [0.06, 0.01, -0.32], [0.02, 0.07, 0.24], [-0.11, -0.03, 0.10], [-0.12, 0.00, -0.03], [-0.08, -0.14, -0.03], [-0.01, 0.08, 0.04], [0.05, 0.02, -0.04], [0.07, 0.05, -0.10], [-0.10, -0.13, -0.01], [0.04, -0.08, 0.05], [-0.01, -0.07, -0.05], [0.01, 0.00, -0.08], [0.03, 0.10, 0.06], [-0.05, 0.01, 0.06], [0.00, 0.00, 0.04], [-0.01, 0.00, -0.05], [0.00, -0.06, 0.01], [0.03, -0.04, -0.08], [0.04, 0.03, 0.01], [0.01, 0.03, 0.01], [0.02, 0.01, 0.01], [0.17, 0.12, 0.04], [0.03, 0.01, 0.02], [0.01, 0.02, -0.02], [0.06, 0.07, 0.10]],
  "lumo_energy_ev": 0.65,
  "e_above_lowest_kj_mol": 16.1,
  "homo_lumo_gap_ev": 9.5348,
  "smiles": "CC[C@@H](C)Nc1nc(SC(C(C)=O)C(C)=O)nc(N(C)C)n1"
}

{
  "formula": "C14H23N5O3S",
  "method": "wB97M-V/def2-TZVPD",
  "species": ["C", "N", "C", "O", "C", "C", "C", "C", "N", "C", "N", "N", "C", "O", "C", "C", "C", "S", "C", "N", "C", "C", "O", "H", "H", "H", "H", "H", "H", "H", "H", "H", "H", "H", "H", "H", "H", "H", "H", "H", "H", "H", "H", "H", "H", "H"],
  "positions_angstrom": [[0.856, -3.158, -2.843], [0.185, -2.539, -1.720], [0.723, -2.526, -0.411], [1.777, -3.087, -0.266], [0.151, -1.674, 0.721], [0.871, -1.841, 2.166], [0.121, -1.355, 3.289], [-0.178, -2.018, 4.466], [-1.080, -1.232, 5.139], [-1.244, -0.105, 4.490], [-0.478, -0.037, 3.386], [0.211, -0.260, 0.376], [-0.717, 0.362, -0.325], [-1.550, -0.231, -0.927], [-0.400, 1.886, -0.539], [0.242, 2.098, -1.958], [1.451, 1.236, -2.220], [2.414, 1.447, -3.747], [2.722, -0.338, -3.864], [-1.523, 2.827, -0.275], [-1.862, 2.923, 1.059], [-3.199, 3.629, 1.377], [-1.154, 2.457, 1.967], [1.910, -3.183, -2.687], [0.576, -2.735, -3.756], [0.573, -4.148, -2.737], [-0.775, -2.213, -1.867], [-0.885, -1.950, 0.876], [0.924, -2.960, 2.242], [1.700, -1.235, 2.024], [0.105, -2.990, 4.818], [-2.030, 0.564, 4.598], [-0.553, 0.656, 2.700], [0.741, 0.320, 1.007], [0.395, 2.157, 0.143], [-0.632, 1.874, -2.649], [0.515, 3.199, -2.130], [1.131, 0.238, -2.319], [2.166, 1.378, -1.411], [3.222, -0.616, -2.955], [1.806, -0.917, -3.931], [3.396, -0.550, -4.675], [-2.151, 3.172, -0.997], [-3.351, 4.336, 0.546], [-3.078, 4.243, 2.286], [-4.046, 2.898, 1.534]],
  "forces_ev_per_a": [[0.14, -0.07, 2.35], [-1.24, 1.95, 2.11], [0.43, 0.19, -2.46], [1.14, -0.75, 0.77], [-0.84, 0.19, 1.18], [-1.80, -1.96, -3.31], [-1.11, 1.38, 1.54], [-1.04, 2.34, -1.56], [-0.56, 0.23, 1.28], [1.05, -1.86, -0.14], [0.93, -4.12, 0.67], [1.26, -0.37, 1.65], [1.19, 2.32, -0.69], [-2.61, -0.91, -1.38], [0.55, 0.71, -0.76], [-2.01, 1.52, -0.88], [0.26, 0.94, 0.25], [-0.52, -0.06, -0.33], [0.17, 0.41, 0.09], [0.76, -1.20, 1.11], [-0.45, -0.19, 0.77], [0.59, 0.07, -0.23], [-0.75, 0.29, -1.34], [0.85, 0.49, 0.03], [-0.49, 0.66, -1.32], [-0.47, -2.39, -0.84], [0.73, 0.03, 0.28], [-0.49, 0.01, -0.12], [1.07, 1.21, 0.21], [2.66, 0.14, -0.06], [0.12, -0.18, -0.07], [-0.99, 1.34, 0.82], [-0.16, 1.18, -1.14], [0.26, -0.06, -0.14], [-0.03, 0.09, 0.51], [1.29, 0.16, 0.22], [-0.55, -1.40, 0.57], [-0.31, -1.31, 0.54], [-0.09, -0.37, 0.26], [0.30, -0.32, 0.47], [-0.06, 0.16, -0.29], [0.09, -0.03, -0.45], [0.32, -0.41, 0.27], [-0.63, -0.34, 0.27], [-0.01, -0.49, -0.29], [1.02, 0.81, -0.42]],
  "lumo_energy_ev": 0.45,
  "e_above_lowest_kj_mol": 122.3,
  "homo_lumo_gap_ev": 8.8636,
  "smiles": "CNC(=O)[C@@H](Cc1cnc[nH]1)NC(=O)[C@@H](CCSC)NC(C)=O"
}

{
  "formula": "C14H23NO7P2",
  "method": "wB97M-V/def2-TZVPD",
  "species": ["C", "C", "C", "C", "C", "C", "C", "C", "C", "C", "O", "C", "P", "N", "O", "O", "C", "C", "P", "O", "O", "O", "C", "O", "H", "H", "H", "H", "H", "H", "H", "H", "H", "H", "H", "H", "H", "H", "H", "H", "H", "H", "H", "H", "H", "H", "H"],
  "positions_angstrom": [[2.716, -2.663, 0.548], [4.162, -1.897, 0.844], [3.751, -0.377, 1.404], [3.566, 0.699, 0.182], [2.835, 2.117, 0.631], [1.392, 1.755, 1.321], [0.243, 2.924, 1.169], [-1.190, 2.149, 0.937], [-2.036, 1.568, 2.056], [-3.443, 0.770, 1.630], [-4.578, 0.890, 2.328], [-3.302, -0.155, 0.244], [-4.172, -1.850, 0.269], [-3.220, -2.852, 1.146], [-4.416, -2.592, -1.286], [-5.759, -1.599, 0.967], [-2.483, 0.424, -0.854], [-2.240, -0.424, -2.234], [-0.547, 0.094, -3.048], [0.574, 0.188, -1.904], [-0.672, 1.536, -4.025], [0.038, -1.174, -4.145], [-1.802, 1.931, -0.604], [-1.785, 2.891, -1.539], [2.305, -2.200, -0.472], [2.849, -3.844, 0.455], [1.912, -2.476, 1.379], [4.857, -1.862, -0.102], [4.657, -2.454, 1.767], [2.785, -0.546, 2.061], [4.613, -0.032, 2.128], [3.034, 0.173, -0.723], [4.661, 0.988, -0.197], [3.498, 2.701, 1.408], [2.727, 2.746, -0.370], [1.478, 1.476, 2.460], [0.996, 0.777, 0.773], [0.241, 3.709, 2.043], [0.464, 3.510, 0.153], [-1.675, 1.643, 3.186], [-2.341, -2.342, 1.456], [-3.934, -3.490, -1.212], [-6.226, -2.492, 0.830], [-3.109, -0.300, -3.012], [-2.069, -1.558, -1.901], [-0.162, 2.249, -3.501], [0.806, -0.730, -4.647]],
  "forces_ev_per_a": [[0.46, -0.03, -1.00], [-1.55, 0.18, 1.42], [0.71, -0.59, -0.11], [0.97, 0.18, 0.32], [-0.06, -0.89, -0.06], [-0.44, -0.44, -0.36], [-0.26, -0.37, -1.55], [-2.69, -1.49, 2.65], [1.77, 0.94, -3.70], [-3.43, 0.97, 2.70], [7.28, -0.99, -4.47], [1.44, 3.19, -2.22], [0.85, -2.04, 1.84], [-0.75, 2.60, -1.54], [0.69, 0.12, 2.75], [2.40, -2.13, -2.55], [-1.63, -1.05, 2.36], [0.13, -0.07, 0.11], [4.78, 0.00, 1.76], [-4.25, 0.30, -3.77], [1.09, -1.91, 2.80], [-0.69, 3.67, 0.85], [0.26, 3.20, -2.36], [0.01, -6.22, 5.67], [0.65, -1.25, 2.20], [-0.26, 2.62, -0.01], [1.73, -0.22, -1.46], [-1.39, -0.14, 1.96], [-0.71, 1.11, -2.16], [1.88, 0.59, -1.43], [-1.73, -0.44, -1.42], [0.67, 1.23, 1.83], [-2.30, -0.69, 0.78], [-1.18, -1.12, -1.67], [-0.02, -1.16, 2.28], [0.06, 0.60, -2.25], [0.75, 2.10, 1.06], [-0.25, -1.78, -1.66], [-0.59, -1.21, 2.26], [-1.19, -0.09, -2.69], [-1.49, -0.79, -0.47], [-0.86, 2.01, 0.12], [0.83, 1.78, 0.33], [1.62, -0.35, 1.66], [-0.48, 2.52, -0.97], [-1.18, -1.52, -0.92], [-1.63, -0.90, 1.09]],
  "lumo_energy_ev": -1.90,
  "homo_lumo_gap_ev": 7.6111,
  "smiles": "CCCCCCCC1=CC(=O)C(P(=N)(O)O)=C(CP(=O)(O)O)C1=O"
}

Number 1: F_max 0.50 eV Å⁻¹. Number 2: F_max 5.02 eV Å⁻¹. Number 3: F_max 0.60 eV Å⁻¹. Number 4: F_max 4.27 eV Å⁻¹. Number 5: F_max 8.60 eV Å⁻¹.